{
  "formula": "C4H5NO",
  "method": "the ωB97M-V functional and the def2-TZVPD basis",
  "elements": ["C", "C", "C", "O", "C", "N", "H", "H", "H", "H", "H"],
  "positions_angstrom": [[1.466, -1.371, -1.195], [0.493, -0.901, -0.417], [-1.715, 0.520, 2.302], [-0.655, 0.135, 2.454], [-0.562, -0.063, -0.921], [-1.421, 0.616, -1.301], [1.513, -1.144, -2.255], [-0.527, 3.138, 0.716], [2.246, -2.001, -0.778], [0.450, -1.122, 0.646], [-1.091, 2.685, 0.547]],
  "total_energy_ev": -7764.27402,
  "total_charge": 0,
  "de_lowest_ev": 2.252,
  "homo_energy_ev": -10.67
}

---

{
  "formula": "C4H5NO",
  "method": "the ωB97M-V functional and the def2-TZVPD basis",
  "elements": ["C", "C", "O", "C", "C", "N", "H", "H", "H", "H", "H"],
  "positions_angstrom": [[0.982, 1.325, 0.123], [0.044, 0.170, 0.315], [-0.165, -0.142, 1.457], [-0.616, -0.671, -0.826], [-0.914, -1.919, -0.084], [-1.167, -2.229, 1.009], [1.715, 1.207, 0.927], [0.421, 2.243, 0.325], [1.476, 1.385, -0.843], [-0.092, -0.598, -1.792], [-1.645, -0.355, -1.019]],
  "total_energy_ev": -7764.80589,
  "total_charge": 0,
  "de_lowest_ev": 1.721,
  "homo_energy_ev": -10.19
}

---

{
  "formula": "C4H5NO",
  "method": "the ωB97M-V functional and the def2-TZVPD basis",
  "elements": ["C", "C", "O", "C", "C", "N", "H", "H", "H", "H", "H"],
  "positions_angstrom": [[-1.523, -0.002, -0.484], [-0.082, -0.005, -0.066], [-0.010, 0.444, 1.268], [0.977, -0.366, -0.774], [2.287, 0.513, 2.235], [1.211, 0.472, 1.761], [-2.134, 0.514, 0.261], [-1.903, -1.023, -0.589], [-1.640, 0.507, -1.444], [0.832, -0.701, -1.795], [1.985, -0.353, -0.374]],
  "total_energy_ev": -7762.45650,
  "total_charge": 0,
  "de_lowest_ev": 4.070,
  "homo_energy_ev": -9.84
}

---

{
  "formula": "C4H5NO",
  "method": "the ωB97M-V functional and the def2-TZVPD basis",
  "elements": ["O", "C", "C", "C", "C", "N", "H", "H", "H", "H", "H"],
  "positions_angstrom": [[-1.639, 0.483, 0.547], [-1.907, 0.128, -0.671], [-0.299, -0.524, 0.087], [0.769, 0.551, 0.056], [2.125, -0.006, 0.113], [3.198, -0.431, 0.186], [-2.984, -0.231, -0.708], [-0.182, -1.269, -0.711], [-0.348, -1.059, 1.039], [0.622, 1.210, 0.915], [0.647, 1.146, -0.853]],
  "total_energy_ev": -7760.76284,
  "total_charge": 0,
  "de_lowest_ev": 5.764,
  "homo_energy_ev": -8.32
}

---

{
  "formula": "C4H5NO",
  "method": "the ωB97M-V functional and the def2-TZVPD basis",
  "elements": ["N", "C", "C", "C", "C", "O", "H", "H", "H", "H", "H"],
  "positions_angstrom": [[1.562, -0.064, -1.608], [1.297, 0.402, -0.584], [0.755, 0.593, 0.770], [-0.409, -0.421, 0.792], [-1.069, -0.300, -0.581], [-1.281, 0.792, -1.051], [1.550, 0.351, 1.478], [0.413, 1.613, 0.962], [-0.026, -1.429, 0.983], [-1.164, -0.188, 1.552], [-1.289, -1.223, -1.148]],
  "total_energy_ev": -7765.41582,
  "total_charge": 0,
  "de_lowest_ev": 1.111,
  "homo_energy_ev": -10.26
}

---

{
  "formula": "C4H5NO",
  "method": "the ωB97M-V functional and the def2-TZVPD basis",
  "elements": ["O", "C", "C", "N", "C", "C", "H", "H", "H", "H", "H"],
  "positions_angstrom": [[0.059, -2.217, -0.317], [0.136, -0.950, -0.400], [1.206, 0.050, -0.158], [0.231, 0.501, 0.876], [-0.877, 1.120, 0.183], [-1.017, -0.359, 0.179], [2.124, -0.356, 0.268], [1.401, 0.790, -0.939], [-0.669, 1.656, -0.748], [-1.548, 1.648, 0.857], [-1.047, -1.882, 0.198]],
  "total_energy_ev": -7760.76496,
  "total_charge": 0,
  "de_lowest_ev": 5.761,
  "homo_energy_ev": -9.19
}

---

{
  "formula": "C4H5NO",
  "method": "the ωB97M-V functional and the def2-TZVPD basis",
  "elements": ["C", "C", "C", "O", "C", "N", "H", "H", "H", "H", "H"],
  "positions_angstrom": [[-1.588, -0.132, -0.249], [-0.116, -0.247, -0.195], [-0.320, 0.378, 1.032], [2.207, 0.370, 0.638], [2.069, -0.295, -0.376], [0.843, -0.622, -0.974], [-1.641, 0.254, 0.991], [-2.188, -1.025, -0.051], [-2.017, 0.558, -0.979], [-0.186, 1.464, 1.081], [2.938, -0.705, -0.918]],
  "total_energy_ev": -7762.13269,
  "total_charge": 0,
  "de_lowest_ev": 4.394,
  "homo_energy_ev": -9.29
}

---

{
  "formula": "C4H5NO",
  "method": "the ωB97M-V functional and the def2-TZVPD basis",
  "elements": ["C", "C", "C", "O", "C", "N", "H", "H", "H", "H", "H"],
  "positions_angstrom": [[-0.759, 1.113, -0.059], [-0.015, 0.545, 0.896], [0.183, -0.927, 0.804], [1.108, -0.963, -0.348], [0.594, -0.463, -1.430], [0.257, -0.163, -2.501], [-1.586, 0.586, -0.521], [-0.569, 2.115, -0.424], [0.763, 1.086, 1.427], [0.727, -1.414, 1.617], [-0.703, -1.515, 0.540]],
  "total_energy_ev": -7764.02356,
  "total_charge": 0,
  "de_lowest_ev": 2.503,
  "homo_energy_ev": -10.24
}

---

Calculated Kohn-Sham gap in order - 11.015 10.742 10.688 8.489 10.981 9.900 9.710 11.046 eV